1.
Molecular formula: C23H33N3O5S
Method: DFT, ωB97M-V/def2-TZVPD

Each line ends with the Mulliken charge.
Positions of all 65 atoms, in Å:
C 2.545 -0.430 -0.595  -1.796
H 2.671 -0.867 -1.590  0.323
C -4.255 -2.620 1.701  -0.474
H 2.291 -2.374 0.335  0.685
C 6.144 -0.326 -1.966  -1.412
H 4.863 -1.602 0.984  0.181
H -4.448 3.258 1.728  0.449
C -3.377 0.880 -1.102  -0.234
H 4.967 0.925 1.297  0.575
H 4.983 2.941 -0.279  0.278
H -4.095 -4.065 0.131  0.394
C 1.727 -1.437 0.256  0.453
H 5.406 0.461 -2.084  0.233
H 2.212 2.069 0.669  -0.431
H 4.444 -1.989 -0.694  0.612
S -0.757 0.638 -0.019  2.031
H 8.173 -1.635 -0.653  0.427
C 6.197 -0.771 -0.508  1.261
H 3.474 3.813 -0.568  0.478
H 3.728 2.225 -1.293  0.258
C 7.178 -1.926 -0.325  -1.693
C -1.858 -1.605 0.719  0.086
N -0.691 -1.010 0.239  0.317
C -4.648 1.455 -1.117  -0.688
H 0.388 -1.449 -1.488  0.345
H -1.996 -3.155 -0.757  0.452
C -3.639 -3.211 0.610  -0.904
O 1.556 -1.018 1.583  -0.664
H 3.059 2.564 2.935  0.417
H -4.125 -1.071 3.174  0.419
H 6.863 -2.788 -0.910  0.340
H 1.965 0.485 -0.704  0.413
H 4.572 3.169 2.252  0.371
O -3.723 0.013 -3.171  -0.675
H -2.175 2.262 1.713  0.541
H 0.132 -2.799 -0.352  0.720
H 7.234 -2.224 0.720  0.406
C 3.509 3.031 2.062  -1.794
H -5.188 -3.013 2.076  0.420
C 4.796 -1.192 -0.035  -1.674
N 3.854 -0.092 -0.096  1.040
C 0.359 -1.737 -0.434  -1.272
C -2.889 2.027 0.939  -0.479
C -2.497 1.153 -0.058  0.211
C -2.467 -1.026 1.832  0.165
C -4.155 2.589 0.934  -0.835
O -0.136 1.001 -1.254  -0.767
H 1.043 -0.193 1.592  0.446
H -6.024 2.737 -0.109  0.417
H 6.537 0.073 0.099  0.195
C -3.662 -1.528 2.312  -0.948
C 3.908 2.829 -0.409  -1.525
H 5.868 -1.161 -2.607  0.296
H 3.430 0.320 1.933  0.321
O -0.194 1.264 1.153  -0.854
C -5.038 2.299 -0.097  -0.514
O -2.059 -0.723 -2.012  -0.447
C 3.910 0.785 1.059  -1.231
H 7.113 0.048 -2.288  0.437
C -2.450 -2.709 0.113  -0.443
H 3.055 4.009 1.925  0.422
H -1.976 -0.200 2.322  0.611
H -5.304 1.221 -1.942  0.514
C 3.291 2.168 0.821  1.776
N -3.026 0.002 -2.174  1.018

As for the orbital gap: 0.23587 Eh. Its SMILES is CC(C)CN(CC(C)C)C[C@@H](O)CN(c1ccccc1)S(=O)(=O)c1ccccc1[N+](=O)[O-]. The HOMO energy comes out at -7.6134 eV.

***

2.
Molecular formula: C23H33N4O2
Method: DFT, ωB97M-V/def2-TZVPD

Each line ends with the Mulliken charge.
Positions of all 62 atoms, in Å:
H 2.247 -2.501 1.531  0.480
H -0.302 1.249 -4.746  0.430
C 1.202 -2.204 1.590  -0.955
H -4.724 0.865 -1.505  0.271
C 0.617 -1.483 0.554  -0.609
H 2.272 -6.078 4.843  0.325
C -5.299 0.813 1.792  -0.891
C 0.458 1.217 -0.931  -0.738
H 2.063 -4.530 2.731  0.382
H -1.504 -2.300 3.710  0.355
H -5.043 1.584 2.530  0.295
C 1.229 2.021 -1.780  -0.422
C -0.933 0.568 -2.802  -0.745
H 3.251 5.800 -4.429  0.358
H 2.164 3.319 -6.862  0.334
O 1.729 -4.619 6.100  -0.365
C 1.526 -3.210 6.228  -0.807
H 2.058 2.609 -1.369  0.405
C 0.975 2.018 -3.164  0.479
H 1.730 1.405 -5.574  0.325
H -2.611 -1.523 1.630  1.264
C 0.549 -2.732 5.179  -0.509
H 3.324 -4.591 4.745  0.332
H -5.902 1.231 0.998  0.329
H -1.827 0.072 -3.174  0.419
H 0.714 1.178 0.132  0.586
C 0.453 -2.462 2.758  0.395
C 2.291 -4.980 4.839  -0.620
N 1.722 2.813 -4.048  0.225
N 1.087 -3.072 3.859  0.202
H -5.864 0.007 2.250  0.341
C -1.368 -0.525 -0.622  -0.361
C -0.625 0.441 -1.421  0.923
O 3.581 4.223 -5.606  -0.363
C 2.683 4.910 -4.724  -0.782
C 2.338 4.037 -3.537  -0.578
C 2.985 3.052 -6.164  -0.615
H -3.421 0.026 1.946  0.321
H 0.424 -1.643 5.255  0.417
C -0.762 -1.160 0.537  -0.174
H 2.471 -2.651 6.118  0.367
H 1.749 5.195 -5.245  0.359
C 1.483 -4.466 3.659  -0.423
H 1.644 4.582 -2.876  0.428
H 1.104 -3.086 7.232  0.364
H -5.165 2.121 -0.293  0.396
H 1.232 -1.187 -0.292  0.504
H -0.428 -3.228 5.324  0.354
H 0.570 -5.088 3.553  0.261
N -3.485 0.951 0.236  -0.193
H 3.273 1.554 -4.662  0.268
H -2.135 -1.099 -1.135  0.469
C -0.097 1.248 -3.673  -0.729
C -0.907 -2.106 2.805  -0.444
C -4.337 1.581 -0.764  -0.955
H 3.254 3.800 -2.971  0.374
C 2.428 2.111 -5.108  -0.440
N -4.106 0.214 1.225  -0.290
C -1.518 -1.594 1.660  -0.959
H -2.639 0.453 -0.119  -0.035
H 3.811 2.548 -6.687  0.321
H -3.691 2.300 -1.269  0.344

As for the total charge: +1. As for the orbital gap: 0.17357 Eh. The HOMO energy comes out at -9.9735 eV.

***

3.
Molecular formula: C23H33N5O2
Method: DFT, ωB97M-V/def2-TZVPD

Each line ends with the Mulliken charge.
Positions of all 63 atoms, in Å:
N -2.493 1.102 0.245  0.696
H -0.851 -2.511 1.670  0.359
C 3.072 -0.575 1.779  -0.259
H -3.815 0.953 1.826  0.468
N 1.246 -2.284 0.559  -0.533
C 2.455 -2.249 0.070  0.244
H -0.613 2.221 -2.342  0.394
C 4.955 0.882 1.490  -0.487
C -1.434 1.214 1.238  -1.258
H -4.865 1.149 -1.022  0.266
C -3.126 -1.918 0.529  0.524
C -0.829 1.575 -1.490  -1.220
H 2.057 4.453 -1.152  0.410
N -4.030 -1.358 -0.304  -0.112
H 2.629 1.480 -1.530  0.203
H -0.060 3.734 -0.213  0.197
H 6.043 0.647 -0.337  0.392
H 5.589 1.676 1.858  0.398
C 0.750 2.990 -0.281  -0.693
C 3.879 0.443 2.246  -0.578
H 1.254 3.422 -2.335  0.277
C 4.405 -0.716 -0.213  -0.663
H -3.893 2.510 0.975  0.522
C 1.744 3.428 -1.360  -0.641
H -2.958 1.842 -1.651  0.406
H 3.622 2.778 -2.213  0.434
O -3.282 -2.007 1.727  -0.688
C 3.328 -1.171 0.544  1.231
H -1.272 -4.119 1.014  0.524
C 2.007 -4.199 -1.248  -0.732
H -2.172 3.024 -0.587  0.278
C 0.648 -4.215 -0.748  0.543
H -3.764 -1.201 -1.263  0.244
H 3.509 2.568 -0.462  0.173
H -0.070 -0.187 0.330  -0.483
N 0.396 -3.212 0.183  0.481
C 2.882 -3.243 -0.861  -0.592
C -1.906 -2.456 -0.207  -0.119
H 0.710 0.995 1.378  0.358
H 3.673 0.895 3.205  0.411
H 2.274 -4.982 -1.942  0.439
H 2.238 -0.932 2.362  0.436
H -5.881 1.390 0.397  0.398
O -0.228 -5.000 -1.067  -0.677
H -5.283 -0.879 1.233  0.361
H 3.898 -3.241 -1.226  0.431
C -5.167 -0.615 0.180  -0.814
C -4.979 0.897 0.034  -0.562
H 4.605 -1.140 -1.186  0.308
H -0.883 0.542 -1.849  0.363
C 2.956 2.507 -1.397  -0.918
H -1.652 0.516 2.049  0.500
H -1.394 2.237 1.659  0.286
H -6.062 -0.930 -0.367  0.366
C 5.212 0.301 0.260  -0.718
C -0.072 0.864 0.628  0.172
N 0.263 1.647 -0.543  0.309
H -2.215 -3.173 -0.969  0.550
C -2.186 1.959 -0.887  -0.641
C -3.786 1.418 0.838  -1.150
H 1.271 2.977 0.680  0.545
C -0.927 -3.113 0.764  -1.278
H -1.421 -1.610 -0.700  -0.080

As for the orbital gap: 0.30264 Eh. Its SMILES is CCCN1CCN(CCCNC(=O)CCn2nc(-c3ccccc3)ccc2=O)CC1. The HOMO energy comes out at -8.0770 eV.

***

| no. | E_tot (a.u.) | LUMO energy (eV) |
| --- | --- | --- |
| 1 | -1834.7403 | -1.195 |
| 2 | -1265.3224 | -5.250 |
| 3 | -1320.4930 | 0.158 |